The following is a quantum chemistry calculation of an isolated molecule of C18H22N2O3, from OMol25.

Calculated values
Energy above the lowest of the compared OMol25 structures with the same formula, charge and spin: 3.0 kcal per mole
Energy: -1034.39614 Eh
Frontier orbital gap: 8.542 eV
SMILES string: CCCCCOC(=O)Cc1c(C)nc(-c2ccccc2)[nH]c1=O

```
45
Properties=species:S:1:pos:R:3:mulliken_charge:R:1
C 1.756 -2.242 -1.028 -1.345
C 2.375 -1.380 0.066 0.014
C 2.030 -1.912 1.456 -0.354
C 2.798 -1.227 2.590 -0.824
C 2.651 0.295 2.578 -0.731
O 1.292 0.646 2.338 -0.125
C 0.661 1.468 3.173 0.540
O 1.161 2.000 4.127 -0.631
C -0.789 1.634 2.743 -1.366
C -0.985 1.158 1.338 0.564
C -0.590 1.867 0.237 1.121
C -0.025 3.248 0.336 -1.281
N -0.666 1.365 -1.020 -0.614
C -1.125 0.167 -1.197 0.143
C -1.149 -0.393 -2.551 0.570
C -0.283 0.140 -3.506 -0.439
C -0.257 -0.372 -4.789 -0.666
C -1.098 -1.417 -5.138 -0.397
C -1.971 -1.942 -4.200 -0.789
C -1.999 -1.437 -2.913 -0.289
N -1.561 -0.591 -0.159 0.078
C -1.514 -0.178 1.172 -0.007
O -1.896 -0.926 2.052 -0.730
H 1.949 -1.817 -2.011 0.330
H 0.678 -2.311 -0.895 0.202
H 2.166 -3.249 -1.001 0.469
H 2.003 -0.359 -0.034 0.009
H 3.460 -1.361 -0.061 0.359
H 0.960 -1.788 1.630 0.015
H 2.251 -2.982 1.495 0.508
H 3.862 -1.460 2.520 0.391
H 2.426 -1.614 3.540 0.344
H 2.973 0.730 3.530 0.459
H 3.242 0.733 1.767 0.314
H -1.080 2.675 2.886 0.372
H -1.389 1.005 3.409 0.415
H 0.855 3.255 0.977 0.297
H 0.247 3.595 -0.657 0.380
H -0.757 3.929 0.765 0.346
H 0.362 0.953 -3.214 0.461
H 0.421 0.044 -5.520 0.406
H -1.077 -1.818 -6.140 0.398
H -2.637 -2.747 -4.473 0.403
H -2.708 -1.844 -2.206 0.397
H -1.893 -1.536 -0.313 0.284
```

The following is a quantum chemistry calculation of an isolated molecule of C18H22N2O4S2 in a non-equilibrium geometry, from OMol25.

Calculated values
Energy above the lowest of the compared OMol25 structures with the same formula, charge and spin: 6.4 kcal per mole
Energy: -1905.95265 Eh
Frontier orbital gap: 9.448 eV
SMILES string: COc1ccc(S(=O)(=O)N2CCC(C(=O)NCc3cccs3)CC2)cc1

```
48
Properties=species:S:1:pos:R:3:mulliken_charge:R:1
C 7.471 -2.368 -0.782 -0.837
O 6.696 -1.953 0.320 -0.424
C 5.699 -1.058 0.119 0.866
C 5.355 -0.512 -1.116 -0.397
C 4.312 0.396 -1.198 -0.328
C 3.620 0.758 -0.062 -0.551
S 2.270 1.922 -0.156 1.409
O 2.097 2.335 -1.522 -0.720
O 2.449 2.942 0.837 -0.763
N 1.005 0.949 0.367 0.106
C 0.615 -0.049 -0.606 -0.586
C -0.286 -1.088 0.060 -1.250
C -1.500 -0.427 0.722 0.173
C -2.478 0.088 -0.334 0.217
O -2.293 0.011 -1.529 -0.670
N -3.602 0.636 0.189 -0.186
C -4.698 1.081 -0.641 -0.704
C -5.953 0.325 -0.357 0.529
C -7.240 0.761 -0.409 -0.730
C -8.179 -0.246 -0.090 -0.370
C -7.590 -1.430 0.208 -0.510
S -5.875 -1.348 0.095 -0.070
C -1.020 0.691 1.659 -1.003
C -0.133 1.669 0.896 -0.789
C 3.952 0.226 1.172 -0.301
C 4.986 -0.679 1.264 -0.793
H 6.859 -2.877 -1.533 0.343
H 7.993 -1.525 -1.245 0.347
H 8.202 -3.066 -0.379 0.235
H 5.888 -0.784 -2.013 0.396
H 4.025 0.835 -2.141 0.484
H 1.527 -0.520 -0.977 0.522
H 0.091 0.413 -1.451 0.306
H 0.287 -1.623 0.820 0.436
H -0.624 -1.797 -0.696 0.384
H -2.040 -1.181 1.309 0.387
H -3.763 0.604 1.183 0.352
H -4.877 2.154 -0.498 0.332
H -4.371 0.917 -1.676 0.307
H -7.512 1.769 -0.669 0.405
H -9.242 -0.089 -0.079 0.378
H -8.051 -2.356 0.489 0.405
H -1.859 1.231 2.100 0.486
H -0.436 0.245 2.465 0.443
H 0.260 2.446 1.552 0.554
H -0.707 2.145 0.086 0.306
H 3.396 0.539 2.040 0.444
H 5.274 -1.113 2.209 0.431
```

The following is a quantum chemistry calculation of a structure of composition C18H22N3OS3Sc, from OMol25.

Calculated values
Total charge: +2
Energy above the lowest of the compared OMol25 structures with the same formula, charge and spin: 30.7 kcal per mole
Energy: -2893.48796 Eh
Frontier orbital gap: 7.903 eV

```
48
Properties=species:S:1:pos:R:3:mulliken_charge:R:1
Sc -0.428 0.519 0.090 0.740
O 3.036 2.146 -1.043 -0.594
C 2.062 1.436 -1.049 0.154
N 1.564 0.682 -0.011 -0.165
C 2.357 0.725 1.213 -0.861
C 1.516 1.230 2.347 0.633
C 2.089 1.830 3.458 -0.807
C 1.275 2.242 4.495 -0.239
C -0.100 2.054 4.385 -1.267
C -0.598 1.489 3.237 0.116
N 0.182 1.077 2.211 0.193
C 1.219 1.284 -2.291 0.468
C 1.696 1.657 -3.531 -0.608
C 0.917 1.387 -4.646 -0.356
C -0.301 0.743 -4.475 -0.912
C -0.717 0.431 -3.196 0.674
N 0.013 0.711 -2.105 0.036
H 3.246 1.339 1.071 0.514
H 2.698 -0.285 1.467 0.297
H 3.161 1.967 3.494 0.459
H 1.696 2.713 5.373 0.463
H -0.774 2.362 5.171 0.446
H -1.666 1.376 3.120 0.332
H 2.666 2.129 -3.594 0.522
H 1.263 1.655 -5.635 0.472
H -0.921 0.484 -5.321 0.451
H -1.653 -0.082 -3.036 -0.027
C -4.055 -1.411 -1.905 -0.451
C -3.432 -2.210 -0.770 -0.773
S -2.086 -1.494 0.247 0.038
C -2.861 -0.768 1.720 -0.659
C -3.625 0.539 1.558 -0.926
S -2.704 1.875 0.703 0.096
C -3.820 2.396 -0.633 -0.881
C -4.011 1.452 -1.807 0.542
S -5.079 0.011 -1.463 -0.087
H -4.732 -2.107 -2.407 0.443
H -3.324 -1.133 -2.662 0.033
H -2.992 -3.129 -1.159 0.552
H -4.184 -2.500 -0.036 0.404
H -2.029 -0.670 2.422 0.303
H -3.516 -1.522 2.161 0.669
H -3.902 0.908 2.547 0.583
H -4.537 0.380 0.988 0.404
H -3.383 3.337 -0.972 0.468
H -4.766 2.649 -0.153 0.459
H -3.047 1.109 -2.176 -0.842
H -4.477 2.020 -2.613 0.490
```

Number 1: HOMO -8.6 eV. Number 2: HOMO -8.9 eV. Number 3: HOMO -14.9 eV.